13
Properties=species:S:1:pos:R:3:mulliken_charge:R:1 method="wB97M-V/def2-TZVPD" spin_multiplicity=3 molar_mass_g_mol=123.539 homo_lumo_gap_ev="5.819 / 7.449" de_lowest_kcal_mol=57.1 e_homo_ev="-5.100 / -10.051"
C -0.638 0.247 0.076 0.038
C -1.695 -0.868 -0.151 -0.204
C 1.823 0.407 0.064 -0.272
N 0.519 -0.215 0.086 -0.132
O -0.934 1.514 -0.170 -0.385
O 2.886 -0.499 0.247 -0.493
Cl -3.333 -0.188 -0.135 -0.240
H -1.547 -1.378 -1.085 0.295
H -1.674 -1.679 0.640 0.269
H 1.973 1.139 0.927 0.301
H 1.763 0.918 -0.965 0.251
H -1.875 1.454 -0.625 0.275
H 2.731 -0.854 1.092 0.298